(1)
Entry from the Open Molecules 2025 dataset: a cluster of 2 separate species, C4H11NO3 in total (ωB97M-V/def2-TZVPD).

## Properties
SMILES: CCNCC(=O)O.O
Frontier orbital gap: 10.254 eV
Highest occupied orbital energy: -9.46 eV
Total charge: 0

Element x y z (Å)
C (-0.86, -2.28, 0.47)
C (-0.44, -1.24, -0.67)
N (-0.37, 0.12, 0.04)
C (-0.53, 1.30, -0.97)
C (-1.71, 1.98, -0.43)
O (-2.89, 1.96, -0.72)
O (-1.42, 2.60, 0.78)
H (-1.76, -2.02, 1.09)
H (-0.10, -2.34, 1.22)
H (-1.03, -3.30, -0.06)
H (-1.11, -1.31, -1.50)
H (0.58, -1.34, -1.03)
H (-1.09, 0.21, 0.67)
H (0.38, 1.91, -0.86)
H (-0.70, 1.02, -1.98)
H (-2.09, 3.16, 1.18)
O (6.61, -3.11, 0.94)
H (6.27, -4.04, 0.80)
H (6.16, -2.94, 1.84)

---

(2)
Entry from the Open Molecules 2025 dataset: a cluster of 2 separate species, C4H11NO3 in total (ωB97M-V/def2-TZVPD).

## Properties
SMILES: N[C@H](C=O)CCO.O
Frontier orbital gap: 10.079 eV
Highest occupied orbital energy: -9.27 eV
Total charge: 0

Element x y z (Å)
N (1.10, -0.42, 0.26)
C (-0.09, -0.20, -0.53)
C (0.13, 0.88, -1.56)
O (0.85, 1.83, -1.40)
C (-1.31, 0.10, 0.32)
C (-1.79, -1.12, 1.12)
O (-2.60, -1.98, 0.32)
H (1.87, 0.19, 0.00)
H (0.90, -0.45, 1.26)
H (-0.29, -1.10, -1.14)
H (-0.40, 0.76, -2.52)
H (-2.17, 0.44, -0.26)
H (-1.05, 0.92, 0.99)
H (-2.47, -0.85, 1.92)
H (-0.92, -1.64, 1.54)
H (-2.08, -2.54, -0.28)
O (3.63, 1.42, 0.12)
H (3.51, 1.64, -0.81)
H (3.19, 2.12, 0.62)

---

(3)
Entry from the Open Molecules 2025 dataset: a cluster of 2 separate species, C4H11NO3 in total (ωB97M-V/def2-TZVPD).

## Properties
SMILES: NOCCO.CC=O
Frontier orbital gap: 10.847 eV
Highest occupied orbital energy: -9.81 eV
Total charge: 0

Element x y z (Å)
N (-1.83, -0.22, 0.38)
O (-1.60, -1.43, 1.13)
C (-0.65, -2.25, 0.48)
C (0.68, -1.53, 0.22)
O (0.56, -0.59, -0.83)
H (-1.38, 0.54, 0.92)
H (-2.84, -0.09, 0.39)
H (-1.05, -2.61, -0.48)
H (-0.51, -3.09, 1.16)
H (1.45, -2.25, -0.07)
H (0.98, -1.02, 1.15)
H (-0.38, -0.23, -0.74)
C (0.78, 2.38, -1.10)
C (1.11, 1.71, 0.20)
O (0.35, 1.60, 1.13)
H (-0.28, 2.62, -1.16)
H (1.37, 3.30, -1.18)
H (1.06, 1.73, -1.92)
H (2.17, 1.42, 0.30)

---

(4)
Entry from the Open Molecules 2025 dataset: an isolated molecule of C4H11NO3 (ωB97M-V/def2-TZVPD).

## Properties
SMILES: CC[C@@](C)(O)N(O)O
Frontier orbital gap: 10.534 eV
Highest occupied orbital energy: -9.91 eV
Total charge: 0

Element x y z (Å)
C (1.10, -1.00, 1.66)
C (0.43, 0.24, 1.09)
C (-0.23, 0.11, -0.37)
C (0.70, -0.59, -1.34)
O (-1.49, -0.53, -0.24)
N (-0.48, 1.48, -0.84)
O (-1.33, 2.14, 0.05)
O (-1.10, 1.43, -2.09)
H (0.38, -1.81, 1.79)
H (1.52, -0.77, 2.64)
H (1.91, -1.35, 1.02)
H (-0.31, 0.64, 1.78)
H (1.17, 1.03, 0.97)
H (1.66, -0.07, -1.37)
H (0.86, -1.62, -1.05)
H (0.26, -0.57, -2.34)
H (-1.08, -1.17, 0.46)
H (-2.11, 1.58, 0.22)
H (-1.86, 0.82, -2.04)

---

(5)
Entry from the Open Molecules 2025 dataset: a cluster of 2 separate species, C4H11NO3 in total (ωB97M-V/def2-TZVPD).

## Properties
Spin multiplicity: 2
<S²>: 0.76
Frontier orbital gap (alpha / beta): 11.903 / 6.996 eV
Highest occupied orbital energy (alpha / beta): -15.28 / -15.25 eV
Total charge: +1

Element x y z (Å)
C (1.68, 0.21, -0.11)
N (0.48, 0.49, 0.80)
C (-0.95, -0.47, -1.00)
C (-0.78, 0.56, 0.06)
C (-0.47, 2.01, -0.61)
O (-1.13, 2.97, 0.23)
O (0.21, 2.36, -1.59)
H (2.46, -0.22, 0.56)
H (2.04, 1.08, -0.74)
H (1.39, -0.61, -0.71)
H (0.37, -0.09, 1.63)
H (-1.05, -1.47, -0.56)
H (-1.87, -0.37, -1.57)
H (-0.13, -0.47, -1.70)
H (-1.73, 0.61, 0.72)
H (-1.18, 3.84, -0.16)
H (-0.41, -3.39, 1.99)
H (1.01, -3.72, 1.54)
O (0.06, -3.30, 1.20)

---

(6)
Entry from the Open Molecules 2025 dataset: an isolated molecule of C4H11NO4S2 (ωB97M-V/def2-TZVPD).

## Properties
SMILES: CC(N)(S(C)(=O)=O)S(C)(=O)=O
Frontier orbital gap: 10.043 eV
Highest occupied orbital energy: -9.65 eV
Total charge: 0

Element x y z (Å)
C (-0.96, -0.79, -0.86)
C (0.10, -0.16, -0.03)
N (1.45, -0.70, -0.03)
S (-0.44, 0.15, 1.70)
C (-1.33, -1.36, 2.22)
O (-1.31, 1.27, 1.92)
O (0.84, 0.14, 2.35)
S (0.33, 1.53, -0.69)
C (1.32, 1.39, -2.24)
O (1.01, 2.29, 0.29)
O (-0.95, 1.92, -1.19)
H (-0.45, -1.46, -1.58)
H (-1.71, -1.33, -0.36)
H (-1.41, 0.05, -1.37)
H (1.56, -1.56, -0.62)
H (1.64, -0.70, 0.95)
H (-0.98, -1.27, 3.24)
H (-2.39, -1.34, 2.18)
H (-0.95, -2.23, 1.64)
H (2.00, 2.21, -2.54)
H (1.97, 0.63, -1.94)
H (0.66, 1.33, -3.05)

---

(7)
Entry from the Open Molecules 2025 dataset: the ion C4H11NOP with charge +1 (ωB97M-V/def2-TZVPD).

## Properties
Frontier orbital gap (alpha / beta): 8.204 / 8.203 eV
Highest occupied orbital energy (alpha / beta): -13.45 / -13.44 eV
Total charge: +1

Element x y z (Å)
C (0.10, 2.18, 0.15)
C (1.73, -1.83, 0.28)
C (-1.82, -0.51, -0.72)
C (0.17, 0.65, 0.45)
N (-1.27, 0.05, 0.51)
O (2.67, 0.55, -0.56)
P (1.41, -0.19, -0.36)
H (0.24, 2.40, -0.86)
H (0.99, 2.65, 0.78)
H (-0.89, 2.55, 0.53)
H (1.28, -2.07, 1.25)
H (2.83, -2.01, 0.11)
H (1.22, -2.70, -0.31)
H (-2.38, 0.22, -1.32)
H (-0.90, -0.64, -1.35)
H (-2.35, -1.42, -0.64)
H (-1.92, 0.78, 0.88)
H (-1.13, -0.67, 1.16)

---

(8)
Entry from the Open Molecules 2025 dataset: a structure of composition C4H11NORb (ωB97M-V/def2-TZVPD).

## Properties
Frontier orbital gap: 7.711 eV
Highest occupied orbital energy: -11.91 eV
Total charge: +1

Element x y z (Å)
Rb (4.04, 2.90, -1.25)
C (0.43, -1.22, 1.98)
C (0.12, -1.20, 0.42)
C (-0.85, -0.13, -0.20)
O (-0.37, 1.22, -0.30)
C (-1.22, 2.06, -1.02)
N (1.36, -1.19, -0.35)
H (0.89, -0.25, 2.20)
H (0.87, -2.15, 2.35)
H (-0.58, -1.27, 2.38)
H (-0.38, -2.12, 0.14)
H (-1.86, -0.12, 0.20)
H (-0.98, -0.35, -1.26)
H (-0.51, 2.78, -1.41)
H (-1.98, 2.52, -0.38)
H (-1.80, 1.60, -1.82)
H (1.68, -2.14, -0.38)
H (1.13, -0.93, -1.30)

---

(9)
Entry from the Open Molecules 2025 dataset: a cluster of 2 separate species, C4H11NOS in total (ωB97M-V/def2-TZVPD).

## Properties
Spin multiplicity: 2
<S²>: 0.75
Frontier orbital gap (alpha / beta): 2.329 / 8.484 eV
Highest occupied orbital energy (alpha / beta): 0.93 / -5.23 eV
Total charge: -1

Element x y z (Å)
C (-0.23, 0.75, -1.49)
C (-1.71, 0.71, -1.95)
O (-1.98, 0.59, -3.13)
N (-2.60, 0.53, -0.94)
H (0.02, 1.55, -0.80)
H (0.33, 0.85, -2.43)
H (-3.53, 0.22, -1.18)
H (-2.33, 0.80, 0.00)
H (-0.01, -0.31, -1.35)
C (2.32, -1.56, 0.92)
C (0.35, 0.21, 2.08)
S (1.03, -1.41, 2.14)
H (2.29, -0.59, 0.39)
H (3.32, -1.65, 1.36)
H (2.33, -2.40, 0.21)
H (-0.45, 0.36, 2.82)
H (-0.25, 0.37, 1.18)
H (1.11, 0.99, 2.17)

---

(10)
Entry from the Open Molecules 2025 dataset: the ion C4H11NOS with charge -1 (ωB97M-V/def2-TZVPD).

## Properties
Spin multiplicity: 2
<S²>: 0.75
Frontier orbital gap (alpha / beta): 0.707 / 8.580 eV
Highest occupied orbital energy (alpha / beta): 0.89 / -5.60 eV
Total charge: -1

Element x y z (Å)
C (-0.10, 0.10, 0.83)
N (-0.08, 0.97, -0.34)
C (0.52, 2.26, -0.18)
O (1.67, 2.47, -0.99)
C (-1.00, -1.14, 0.64)
C (-0.40, -2.34, -0.08)
S (0.38, -2.06, -1.71)
H (0.94, -0.13, 1.09)
H (-0.59, 0.64, 1.64)
H (-0.80, 0.94, -1.03)
H (0.79, 2.41, 0.88)
H (-0.16, 3.05, -0.44)
H (2.16, 1.65, -0.94)
H (-1.90, -0.75, 0.14)
H (-1.23, -1.46, 1.66)
H (-1.17, -3.08, -0.23)
H (0.35, -2.78, 0.58)
H (0.63, -0.76, -1.53)

---

(11)
Entry from the Open Molecules 2025 dataset: a structure of composition C4H11NOS (ωB97M-V/def2-TZVPD).

## Properties
Frontier orbital gap: 9.767 eV
Highest occupied orbital energy: -9.47 eV
Total charge: 0

Element x y z (Å)
C (-2.05, 0.88, 0.26)
C (-3.42, 0.82, 0.85)
C (3.65, -1.46, 0.30)
C (1.59, -0.89, 0.93)
N (2.61, -0.82, -0.05)
O (-1.69, 3.39, 0.25)
S (-1.11, 2.09, -0.14)
H (-1.59, -0.11, -0.21)
H (-3.83, -0.22, 0.80)
H (-4.14, 1.52, 0.46)
H (-3.37, 1.10, 1.91)
H (0.79, 0.15, -4.67)
H (3.99, -1.97, 1.17)
H (4.47, -1.40, -0.40)
H (1.62, -1.72, 1.66)
H (1.48, 0.14, 1.50)
H (0.66, -1.03, 0.33)
H (0.36, -0.47, -4.95)

---

(12)
Entry from the Open Molecules 2025 dataset: an isolated molecule of C4H11NOS (ωB97M-V/def2-TZVPD).

## Properties
SMILES: C[C@@H](CS)NCO
Frontier orbital gap: 9.984 eV
Highest occupied orbital energy: -9.14 eV
Total charge: 0

Element x y z (Å)
C (0.30, -1.53, 0.31)
C (0.01, 0.01, 0.56)
C (1.30, 0.81, 0.95)
S (2.20, 0.36, 2.42)
N (-0.42, 0.67, -0.71)
C (-1.70, 0.07, -1.22)
O (-2.06, 1.14, -2.03)
H (1.29, -1.54, -0.16)
H (0.14, -2.15, 1.15)
H (-0.29, -1.94, -0.59)
H (-0.86, 0.14, 1.24)
H (0.91, 1.86, 1.12)
H (1.90, 1.00, 0.06)
H (3.05, -0.66, 2.06)
H (0.34, 0.73, -1.34)
H (-2.37, -0.13, -0.38)
H (-1.65, -0.83, -1.92)
H (-2.08, 1.99, -1.52)

---

We obtain strongest force on any atom values of 4.421; 0.661; 1.564; 3.567; 5.281; 2.763; 4.063; 3.037; 2.519; 0.984; 3.479; 4.140 eV Å⁻¹ for the records listed above, in that order.
We obtain total energy values of -11957.77621; -11958.24942; -11956.59858; -11955.84216; -11949.02807; -35674.13078; -17143.56506; -8512.60020; -18697.84723; -18697.39630; -18695.39172; -18697.78442 eV for the records listed above, in that order.
We obtain energy above the lowest of the compared OMol25 structures with the same formula, charge and spin values of 53.8; 42.9; 81.0; 98.4; 46.4; 18.4; 43.2; 37.6; 15.8; 26.2; 104.4; 49.2 kcal per mole for the records listed above, in that order.